{
  "formula": "C59H114F6N5O26S5",
  "method": "the ωB97M-V functional and the def2-TZVPD basis",
  "gap_ev": 8.00,
  "spin_multiplicity": 1,
  "max_force_ev_per_a": 6.6,
  "total_charge": -1,
  "e_tot_ha": -7136.310505,
  "e_homo_ev": -6.43,
  "symbols": ["C", "F", "F", "F", "S", "O", "O", "N", "S", "O", "O", "C", "F", "F", "F", "C", "C", "C", "C", "C", "C", "N", "O", "C", "C", "C", "H", "H", "H", "H", "H", "H", "H", "H", "H", "H", "H", "H", "H", "H", "H", "H", "H", "H", "H", "C", "C", "C", "C", "C", "C", "N", "O", "C", "C", "C", "H", "H", "H", "H", "H", "H", "H", "H", "H", "H", "H", "H", "H", "H", "H", "H", "H", "H", "H", "C", "C", "C", "C", "C", "C", "N", "O", "C", "C", "C", "H", "H", "H", "H", "H", "H", "H", "H", "H", "H", "H", "H", "H", "H", "H", "H", "H", "H", "H", "C", "C", "C", "C", "C", "C", "N", "O", "C", "C", "C", "H", "H", "H", "H", "H", "H", "H", "H", "H", "H", "H", "H", "H", "H", "H", "H", "H", "H", "H", "C", "S", "O", "C", "H", "H", "H", "H", "H", "H", "C", "S", "O", "C", "H", "H", "H", "H", "H", "H", "C", "S", "O", "C", "H", "H", "H", "H", "H", "H", "C", "C", "O", "C", "O", "O", "H", "H", "H", "H", "C", "C", "O", "C", "O", "O", "H", "H", "H", "H", "C", "C", "O", "C", "O", "O", "H", "H", "H", "H", "C", "C", "O", "C", "O", "O", "H", "H", "H", "H", "C", "C", "O", "C", "O", "O", "H", "H", "H", "H"],
  "positions_angstrom": [[18.50344, 39.04350, 2.84355], [19.14580, 39.21206, 1.70766], [19.07360, 39.69946, 3.82643], [17.24269, 39.45824, 2.76918], [18.45635, 37.15221, 3.35654], [18.99070, 37.09107, 4.71028], [17.02621, 36.84086, 3.20894], [19.51000, 36.38599, 2.29651], [19.05329, 34.94491, 2.56364], [19.23833, 34.51315, 3.93087], [17.87396, 34.41605, 1.92219], [20.48979, 34.01730, 1.60502], [20.94914, 34.64168, 0.47707], [21.44351, 34.02965, 2.53232], [20.19347, 32.74682, 1.29788], [28.08615, 30.85641, 0.46975], [26.90705, 30.90742, 1.33723], [27.39059, 31.68848, 2.61666], [27.49104, 33.24743, 2.46888], [26.13685, 33.74296, 1.93073], [25.61269, 33.01769, 0.68336], [25.64649, 31.54098, 0.77655], [25.11351, 30.95849, -0.36339], [24.12851, 33.43478, 0.53382], [26.33716, 33.55367, -0.52353], [26.54822, 29.49338, 1.81550], [28.75646, 29.99691, 0.47523], [28.67307, 31.77290, 0.53023], [27.68865, 30.81698, -0.54442], [26.81774, 31.53063, 3.53045], [28.30866, 31.27102, 3.03015], [28.19987, 33.65729, 1.74939], [27.72365, 33.73881, 3.41363], [26.23385, 34.82472, 1.83864], [25.33153, 33.67139, 2.66178], [23.66720, 33.08052, -0.38802], [23.52924, 33.26316, 1.42798], [24.11470, 34.50892, 0.34909], [26.16656, 34.62407, -0.63861], [27.40501, 33.35328, -0.61094], [25.97314, 33.09307, -1.44192], [26.46363, 28.82802, 0.95629], [25.67045, 29.51789, 2.46127], [27.49385, 29.13390, 2.22127], [25.58223, 31.27930, -1.13733], [21.55780, 29.42192, 0.68656], [21.74565, 28.01556, -0.01579], [20.38785, 27.21935, 0.23048], [19.24842, 27.63897, -0.70754], [19.74264, 27.56981, -2.16445], [21.06995, 28.35765, -2.51120], [22.10930, 28.02329, -1.47261], [23.36745, 28.40397, -1.77821], [21.52060, 28.01191, -3.88426], [20.81676, 29.85356, -2.55973], [22.73819, 27.15493, 0.85502], [20.87778, 30.07422, 0.13868], [22.50810, 29.94444, 0.79619], [21.03055, 29.44671, 1.64022], [20.52265, 26.14032, 0.15541], [20.03382, 27.39754, 1.24587], [19.00366, 28.68261, -0.51009], [18.38533, 26.98861, -0.56537], [18.97000, 28.04546, -2.76853], [19.83555, 26.53776, -2.50260], [22.39372, 28.55790, -4.24155], [21.74834, 26.94673, -3.84412], [20.72974, 28.21100, -4.60744], [20.18179, 30.21307, -3.36947], [20.20604, 30.06420, -1.68182], [21.74786, 30.38861, -2.37297], [23.72784, 27.60852, 0.90932], [22.90026, 26.16339, 0.43230], [22.35599, 26.92377, 1.84930], [23.36527, 29.30143, -1.43736], [20.30867, 46.65169, 1.43712], [20.96480, 45.69286, 2.48121], [19.91082, 45.46153, 3.57916], [18.79963, 44.42975, 3.30114], [19.56146, 43.06229, 3.10458], [20.59729, 43.14022, 1.82213], [21.45307, 44.34165, 1.99582], [22.33159, 44.42384, 1.01037], [21.42523, 41.87885, 1.92719], [19.82532, 43.23596, 0.44006], [22.15974, 46.36879, 3.08273], [20.24203, 47.69012, 1.76163], [19.33954, 46.31567, 1.06834], [21.02577, 46.74348, 0.62138], [20.45367, 45.23731, 4.49738], [19.26409, 46.33841, 3.60965], [18.17411, 44.56848, 2.41934], [18.09413, 44.35271, 4.12845], [18.92090, 42.18242, 3.16476], [20.14668, 42.98194, 4.02064], [22.18963, 41.69400, 1.17246], [22.07638, 41.85630, 2.80103], [20.72062, 41.05135, 2.01001], [19.90603, 44.20347, -0.05542], [20.17308, 42.39005, -0.15291], [18.79111, 42.97974, 0.67001], [22.57027, 45.71814, 3.85489], [21.76022, 47.26690, 3.55374], [22.99263, 46.42459, 2.38182], [23.13813, 44.25417, 1.50260], [20.18743, 37.74957, -3.11425], [19.68087, 38.49067, -1.90278], [19.02480, 39.83169, -2.34787], [17.50460, 39.60300, -2.71558], [16.75090, 38.77873, -1.64197], [17.39477, 37.48665, -1.30231], [18.75945, 37.72203, -1.00375], [19.38278, 36.60617, -0.55527], [16.57638, 36.94648, -0.10334], [17.19941, 36.48413, -2.41304], [20.97942, 38.98093, -1.13066], [20.70463, 38.43633, -3.78429], [19.50145, 37.17224, -3.73411], [20.87128, 36.97237, -2.77307], [19.14841, 40.60450, -1.58919], [19.45566, 40.07391, -3.31935], [17.55226, 39.06379, -3.66168], [17.01779, 40.56208, -2.89246], [15.71110, 38.66025, -1.94675], [16.69677, 39.41033, -0.75527], [15.53609, 36.72569, -0.34235], [17.06272, 36.06756, 0.31985], [16.64047, 37.64079, 0.73448], [17.51609, 36.92474, -3.35839], [17.82649, 35.60568, -2.26076], [16.20281, 36.07183, -2.57076], [21.64016, 39.45377, -1.85725], [21.53426, 38.14789, -0.69903], [20.66920, 39.68019, -0.35419], [19.67352, 36.83196, 0.33134], [19.75016, 34.71526, 6.86780], [18.85548, 35.92665, 7.87398], [18.84219, 35.46860, 9.32257], [20.08477, 37.32021, 7.81258], [20.58133, 34.30528, 7.44152], [20.09564, 35.26945, 5.99510], [19.01094, 33.91563, 6.82041], [21.08316, 36.95268, 8.04975], [19.87810, 38.06774, 8.57846], [20.05993, 37.74305, 6.80825], [21.00158, 32.01667, 5.58833], [21.78401, 30.41636, 5.11629], [20.83480, 29.57005, 4.28425], [22.97386, 31.05496, 3.85540], [20.20931, 31.75063, 6.28808], [20.75675, 32.54107, 4.66466], [21.72034, 32.60752, 6.15610], [23.59593, 31.87206, 4.22073], [22.47137, 31.53244, 3.01420], [23.59619, 30.27797, 3.41144], [15.67593, 38.87766, 5.86245], [16.19830, 40.58537, 6.23814], [15.20999, 41.31821, 5.36143], [15.66197, 40.76108, 8.01341], [15.71584, 38.85747, 4.77337], [14.66095, 38.66897, 6.20062], [16.31459, 38.09007, 6.26238], [15.77850, 41.73354, 8.49179], [16.16900, 40.07042, 8.68722], [14.61026, 40.49764, 8.12574], [22.37925, 37.78768, 2.93183], [22.23890, 38.46847, 4.28937], [23.20484, 39.48628, 4.15678], [23.76763, 39.51494, 2.99418], [24.74293, 40.18720, 2.74989], [23.15186, 38.65983, 2.14110], [21.39398, 37.58394, 2.51250], [22.81228, 36.78758, 2.95131], [22.63734, 37.74446, 5.00011], [21.23588, 38.85441, 4.47129], [13.76566, 34.64388, 4.05800], [15.06810, 33.87204, 4.00411], [15.46850, 33.93135, 5.38465], [15.08937, 35.06629, 5.88698], [15.46721, 35.57657, 6.97906], [14.13337, 35.58461, 5.04894], [12.95115, 34.02061, 4.42708], [13.39957, 35.09609, 3.13627], [15.79255, 34.34141, 3.33856], [14.80266, 32.88922, 3.61463], [15.85751, 42.15249, 1.75757], [15.52486, 43.11333, 2.87279], [15.74534, 44.40468, 2.28296], [15.72520, 44.24647, 1.00706], [15.64977, 45.16900, 0.16692], [15.77897, 42.94825, 0.59401], [15.13373, 41.33784, 1.78160], [16.86074, 41.72880, 1.80372], [16.20848, 42.83216, 3.67385], [14.50348, 43.11111, 3.25343], [21.62055, 33.34082, -2.29558], [20.34292, 33.99114, -2.81050], [20.67230, 34.08466, -4.22083], [21.59047, 33.16070, -4.52845], [21.93164, 32.81064, -5.64316], [22.10721, 32.64227, -3.42790], [21.36941, 32.66919, -1.47464], [22.33927, 34.06820, -1.91812], [20.24883, 34.98508, -2.37310], [19.47982, 33.40164, -2.50126], [13.87876, 37.57589, 1.89693], [13.70785, 38.64742, 0.91865], [12.78366, 38.26408, -0.01314], [12.87370, 36.87315, -0.02871], [12.41923, 36.15055, -0.89415], [13.52552, 36.44311, 1.04141], [13.22678, 37.73596, 2.75565], [14.90889, 37.49388, 2.24365], [14.59807, 38.93887, 0.36127], [13.35532, 39.51494, 1.47653]],
  "forces_ev_per_a": [[-0.2, -2.1, 0.4], [-0.1, 0.3, -0.1], [0.6, 0.5, 0.3], [0.1, 0.1, -0.5], [-1.0, 1.6, 1.2], [-0.3, 0.8, -1.2], [2.0, 0.2, -0.1], [-1.9, 2.9, 1.0], [0.7, -6.4, -1.5], [0.0, 0.2, -0.5], [0.1, 0.8, -0.1], [-0.9, 1.0, 0.3], [-0.4, -0.6, 1.1], [1.1, -0.3, -0.2], [0.1, 0.8, 0.1], [0.7, 0.5, -2.9], [-1.2, -0.1, 2.5], [-0.1, 1.3, 0.6], [-1.1, -0.8, -0.7], [-0.1, -0.4, 1.2], [-0.8, 0.6, -0.3], [1.1, 0.9, 2.2], [-0.1, -0.7, 0.2], [0.4, 0.8, -0.5], [0.5, 0.0, -1.4], [0.9, 0.4, -1.0], [-0.2, -0.1, 0.8], [0.2, -0.1, 0.0], [0.2, 0.1, -0.5], [-1.1, -0.1, -0.3], [0.6, -0.2, -0.9], [0.6, -0.6, 0.0], [-0.1, -0.2, 0.1], [-0.2, 0.1, -0.9], [0.1, -0.4, 0.5], [0.0, -0.7, 0.3], [0.1, -0.4, -0.2], [0.1, 0.3, 0.3], [0.1, 0.0, 0.1], [0.2, 0.1, 0.6], [-0.4, 0.1, -0.2], [-0.8, 0.0, -0.1], [0.3, -0.4, 0.0], [-0.3, -0.2, 1.0], [0.4, 0.1, -0.4], [-0.1, 0.1, -0.9], [-1.1, -0.9, 1.6], [-0.3, 0.7, -0.8], [1.6, 0.1, -0.6], [0.3, 0.7, -0.2], [-0.4, 0.5, 1.4], [-3.5, -2.6, 0.7], [1.0, 1.1, 0.2], [0.6, -1.4, -0.5], [-1.0, 0.4, 2.0], [0.4, 0.3, -1.1], [0.3, 0.0, -0.5], [0.1, 0.1, 0.0], [0.5, -0.8, 0.4], [0.4, -0.1, -0.3], [0.4, 0.1, 0.2], [-0.4, 0.0, 0.2], [-0.1, 0.2, 0.0], [-0.1, -0.1, -0.4], [0.2, -0.1, 0.1], [0.1, 0.0, 0.3], [0.2, -0.2, -0.6], [-0.2, -0.2, 0.1], [0.6, -0.1, -0.5], [-0.1, 0.4, 0.2], [-0.1, 0.2, -0.7], [0.0, 0.2, 0.2], [-0.1, 0.0, -0.5], [-0.2, 0.7, 0.1], [1.1, 0.8, -0.1], [1.2, -0.6, -0.6], [-1.5, -1.1, -0.8], [-1.3, 0.1, -0.8], [1.6, -2.4, -0.6], [0.7, 1.7, -0.5], [-1.7, 1.3, 0.9], [-3.4, -0.1, 3.8], [2.5, 0.4, -2.3], [0.7, -0.3, 0.2], [0.1, -1.3, 1.5], [0.2, -0.6, 0.6], [-0.2, -0.2, 0.6], [0.1, 0.0, 0.0], [-0.2, -0.3, -0.5], [-0.5, 0.0, 0.3], [0.8, 0.8, 0.7], [0.3, 0.7, -0.1], [0.2, 0.1, 0.2], [-0.1, -0.1, -0.8], [0.5, -0.2, -0.1], [-0.6, 0.1, -0.8], [-0.4, 0.3, 0.6], [0.3, -0.2, -0.3], [0.1, -0.3, 0.0], [0.1, 0.4, -0.5], [-0.3, 0.4, -0.3], [-0.2, 0.0, 0.4], [0.8, 0.4, -0.2], [-0.3, 0.9, -0.2], [0.7, -0.1, -0.7], [0.4, -1.2, -0.5], [0.0, 1.4, 0.5], [-2.0, -1.4, -0.4], [1.0, -0.3, 0.6], [0.1, 2.3, -1.1], [-2.3, -1.1, 0.0], [1.1, 3.0, 0.2], [1.0, -1.9, 0.0], [1.6, -0.1, 0.8], [0.5, -0.8, -1.3], [-1.2, -0.9, -0.2], [0.2, -0.1, 0.1], [-0.5, 0.4, 0.2], [0.4, 0.1, -0.1], [0.0, 0.0, -0.2], [0.5, 0.6, 0.4], [-0.4, -0.1, -0.1], [-0.1, 0.0, 0.0], [-0.1, -0.4, -0.1], [0.2, 0.1, 0.3], [0.3, 0.1, -0.2], [-0.3, -0.4, -0.3], [-0.3, 0.4, 0.0], [-0.1, -0.1, -0.1], [0.2, 0.0, 0.2], [-0.3, 0.4, 0.3], [-0.1, 0.2, 0.1], [0.0, -0.1, 0.1], [0.3, 0.0, 0.0], [0.0, -0.2, 0.4], [0.1, 0.5, 1.4], [0.4, 0.8, 1.5], [0.2, 0.1, -1.3], [0.1, -0.7, -0.1], [0.2, 0.3, 0.2], [-0.5, -0.7, -0.3], [0.1, 0.1, -1.0], [0.0, -0.3, -0.1], [-0.5, -0.1, -0.1], [0.0, 0.1, 0.1], [0.8, -0.7, -0.4], [0.1, -0.5, -1.4], [0.5, 1.1, 1.0], [-0.1, 0.8, -0.1], [-0.3, 0.1, -0.5], [-0.6, 0.0, 0.3], [0.3, -0.1, -0.1], [0.2, -0.2, 0.6], [-0.7, -0.3, 0.1], [-0.2, -0.3, 0.5], [0.3, -0.2, 0.5], [-1.0, -0.3, 0.1], [0.5, 0.4, 0.6], [-0.6, -0.7, 0.2], [0.0, 0.0, 0.1], [0.0, 0.4, 0.0], [0.2, 0.1, 0.1], [0.3, 0.3, -0.8], [0.5, -0.3, -0.4], [-0.2, 0.0, -0.5], [-1.7, -1.2, -0.5], [0.7, -1.2, -0.8], [-0.6, 1.0, 2.6], [2.2, 0.7, -1.8], [-1.2, -0.6, -0.3], [0.4, 0.3, -0.1], [0.2, 0.5, -0.4], [0.6, 0.1, 0.3], [-0.7, 0.4, 0.7], [0.3, 0.0, 0.3], [0.5, -0.4, 0.2], [-1.2, -0.2, -1.3], [1.4, -1.9, -0.7], [-0.2, 2.7, 3.4], [-1.6, -1.9, -4.5], [-0.3, 1.9, 1.3], [-0.1, -0.1, 0.3], [0.5, 0.3, 0.1], [0.3, 0.0, 0.3], [0.8, -0.4, 0.7], [-0.4, -0.7, 0.1], [0.5, -0.6, 0.9], [0.2, -0.3, 1.9], [-0.3, 2.9, -5.9], [0.4, -2.6, 2.7], [-0.4, 0.6, 0.2], [0.0, -0.1, -0.5], [0.0, 0.1, 0.2], [-0.2, 0.9, 0.4], [0.1, -0.3, -0.2], [-0.7, 0.1, 0.9], [1.4, 0.6, 0.5], [-1.3, 0.2, 0.1], [0.5, -0.7, -2.3], [-0.8, 0.9, 1.7], [0.8, -0.5, 1.0], [0.3, -0.3, -0.2], [0.2, 0.0, -0.3], [-0.2, 0.0, -0.3], [-0.3, -0.1, -1.0], [0.5, -1.0, -0.2], [1.3, 3.7, 0.7], [-1.3, -2.6, -1.0], [-1.5, -0.4, -2.1], [0.8, 1.5, 1.6], [0.3, -0.3, 1.4], [-0.3, -0.7, -0.1], [-0.1, -0.4, -0.1], [0.4, -0.1, 0.3], [-0.1, 0.4, -0.4]],
  "lowdin_charge": [-0.653, 0.153, 0.141, 0.127, 0.686, -0.316, -0.311, -0.287, 0.538, -0.301, -0.289, -0.579, 0.102, 0.090, 0.135, -0.055, -0.502, -0.121, -0.155, -0.146, -0.502, -0.082, -0.015, -0.024, -0.037, -0.027, 0.096, 0.080, 0.084, 0.108, 0.113, 0.098, 0.107, 0.122, 0.106, 0.064, 0.066, 0.087, 0.096, 0.079, 0.078, 0.083, 0.076, 0.082, 0.077, -0.022, -0.400, -0.146, -0.176, -0.118, -0.502, -0.134, 0.010, -0.055, -0.044, -0.038, 0.048, 0.067, 0.067, 0.110, 0.112, 0.100, 0.108, 0.111, 0.112, 0.089, 0.088, 0.091, 0.098, 0.056, 0.078, 0.062, 0.076, 0.082, 0.072, -0.030, -0.492, -0.136, -0.161, -0.093, -0.413, -0.172, 0.000, -0.049, 0.020, -0.050, 0.078, 0.077, 0.076, 0.118, 0.116, 0.090, 0.106, 0.081, 0.106, 0.091, 0.086, 0.063, 0.081, 0.059, 0.061, 0.085, 0.093, 0.084, 0.116, -0.044, -0.452, -0.106, -0.134, -0.146, -0.542, -0.097, -0.035, -0.002, -0.015, -0.013, 0.089, 0.076, 0.070, 0.097, 0.108, 0.097, 0.107, 0.127, 0.110, 0.087, 0.071, 0.061, 0.067, 0.077, 0.094, 0.089, 0.075, 0.056, 0.045, -0.278, 0.831, -0.579, -0.242, 0.050, 0.029, 0.052, 0.046, 0.044, 0.012, -0.256, 0.844, -0.578, -0.257, 0.053, 0.034, 0.046, 0.044, 0.027, 0.033, -0.238, 0.846, -0.584, -0.247, 0.023, 0.066, 0.045, 0.044, 0.047, 0.048, -0.132, -0.083, 0.083, -0.616, 0.133, 0.071, 0.085, 0.131, 0.138, 0.113, -0.119, -0.080, 0.098, -0.519, 0.070, 0.026, 0.131, 0.118, 0.112, 0.139, -0.135, -0.101, 0.087, -0.580, 0.085, 0.064, 0.121, 0.106, 0.102, 0.138, -0.140, -0.088, 0.075, -0.583, 0.127, 0.056, 0.114, 0.121, 0.091, 0.138, -0.093, -0.222, 0.079, -0.535, 0.137, 0.052, 0.140, 0.109, 0.114, 0.135]
}